The following is a DFT calculation (ωB97M-V/def2-TZVPD) of a 8-piece molecular cluster, C28H77ClN7O11 overall at a distorted geometry.

Structure (XYZ):
```
124
Properties=species:S:1:pos:R:3:forces:R:3
Cl 2.2343 25.3780 -8.8418 2.361 -0.997 -0.218
O 1.9075 25.8218 -10.1830 -0.599 0.221 0.322
O 2.6187 26.4764 -7.9930 -1.067 0.534 0.068
O 1.1679 24.6109 -8.2677 -0.534 0.263 -0.036
O 3.4302 24.5450 -8.9404 -0.450 -0.268 -0.208
C 1.6932 19.5370 -9.4950 -0.556 -0.046 0.235
C 1.9571 20.9071 -8.8793 0.065 -0.345 -0.065
C 2.1507 20.8521 -7.3763 0.519 0.275 0.587
O 0.9985 20.4038 -6.6733 0.210 0.275 -0.316
C 0.0801 21.4531 -6.4413 -0.402 -0.419 0.894
N 3.1659 21.4580 -9.4902 -0.276 0.096 0.457
H 0.9146 18.9860 -8.9579 -0.022 0.200 0.041
H 2.5849 18.9112 -9.4815 0.161 0.158 -0.122
H 1.3327 19.6749 -10.5172 0.209 -0.162 -0.093
H 1.0665 21.5387 -9.0261 0.060 -0.009 -0.217
H 2.4388 21.8456 -6.9999 -0.184 0.110 -0.196
H 3.0034 20.2288 -7.0870 -0.230 -0.369 -0.242
H -0.7685 20.9747 -5.9407 -0.122 0.117 -0.331
H -0.2452 21.9809 -7.3374 0.047 -0.050 -0.098
H 0.4507 22.1815 -5.7080 0.315 0.062 -0.261
H 3.3365 22.3722 -9.0783 0.095 0.097 -0.247
H 3.0170 21.5952 -10.4841 0.180 -0.064 0.032
C -2.2514 29.0735 -7.2999 0.011 -0.025 0.190
C -1.0849 28.1717 -7.6713 0.141 0.433 -0.325
C -0.3488 27.6836 -6.4386 0.339 -0.907 -0.636
O 0.1684 28.7512 -5.6841 -0.048 0.465 -0.240
C 0.5811 28.3487 -4.4191 0.573 -0.143 0.872
N -1.5442 27.0047 -8.4377 -0.192 0.065 0.165
H -1.9237 29.9839 -6.7968 0.246 -0.060 -0.039
H -2.8899 28.5423 -6.5887 -0.253 0.006 -0.256
H -2.8044 29.3892 -8.1875 -0.167 -0.187 0.060
H -0.3990 28.7470 -8.3081 0.157 0.125 0.334
H 0.4696 27.0342 -6.7867 0.049 0.091 0.182
H -1.0143 27.0270 -5.8586 -0.140 0.286 0.156
H 1.2563 27.4814 -4.4275 -0.421 -0.303 -0.255
H -0.2893 28.1751 -3.7766 0.064 -0.295 0.071
H 1.2112 29.0934 -3.9223 -0.338 0.468 -0.402
H -1.9287 27.3490 -9.3112 -0.057 -0.134 0.016
H -0.7544 26.4159 -8.6913 0.007 -0.010 0.100
C 5.0392 23.4542 -13.5680 0.341 0.452 0.232
C 3.5227 23.6015 -13.5023 -0.008 0.325 0.068
C 2.8177 23.2058 -14.7827 -0.344 -0.547 0.234
O 3.1943 24.0698 -15.8264 -0.025 -0.125 -0.055
C 2.4493 23.8333 -16.9995 0.337 0.399 -0.001
N 3.0093 22.8148 -12.3680 -0.436 0.331 -0.024
H 5.5177 24.3918 -13.8624 -0.100 -0.131 -0.389
H 5.3580 22.6479 -14.2292 -0.039 -0.007 -0.017
H 5.4497 23.2633 -12.5744 -0.204 -0.198 0.039
H 3.2760 24.6682 -13.3894 0.107 -0.045 0.157
H 1.7276 23.2523 -14.6093 0.048 0.181 -0.084
H 3.0207 22.1539 -15.0441 0.193 0.081 -0.020
H 2.5365 22.7959 -17.3393 -0.087 -0.048 0.072
H 2.8719 24.4856 -17.7647 -0.075 -0.051 -0.031
H 1.3980 24.1044 -16.8540 -0.074 -0.159 -0.010
H 3.1209 23.3983 -11.5372 0.185 -0.181 0.015
H 1.9954 22.7249 -12.4372 0.098 0.012 -0.125
C 2.0546 30.5168 -12.4000 -0.354 0.150 0.186
C 1.7023 29.1323 -11.8520 1.163 0.547 -0.568
C 0.9526 28.2873 -12.8596 -0.857 0.142 0.169
O 1.6588 28.2257 -14.0767 0.023 -0.186 0.044
C 1.0628 27.3031 -14.9663 0.339 0.167 0.477
N 2.9395 28.4769 -11.3844 -1.280 -0.519 0.786
H 1.1509 31.0353 -12.7397 0.145 -0.111 -0.354
H 2.8037 30.4360 -13.1868 -0.163 0.088 -0.153
H 2.4569 31.1557 -11.6112 0.166 -0.228 0.102
H 1.0721 29.3067 -10.9747 -0.046 -0.351 0.011
H -0.0597 28.7020 -13.0282 0.127 0.101 -0.108
H 0.7809 27.2800 -12.4537 0.238 -0.040 0.022
H 1.7428 27.2184 -15.8080 -0.172 -0.028 -0.244
H 0.0665 27.6539 -15.2572 0.012 -0.086 -0.205
H 0.9722 26.3220 -14.4836 -0.053 -0.033 -0.089
H 2.5407 27.6914 -10.8600 0.784 0.038 0.328
H 3.4748 27.9990 -12.1023 -0.281 0.482 -0.519
C 2.0744 30.5464 -8.0159 -0.159 0.895 0.989
C 3.5192 30.2101 -7.6231 -0.012 -0.344 -0.607
C 3.6271 29.7382 -6.1740 -0.206 0.137 -1.148
O 4.8721 29.1027 -5.9353 -0.321 0.859 0.802
C 5.1128 29.1363 -4.5476 -0.094 -0.249 0.115
N 4.0833 29.1987 -8.5193 -1.171 0.385 0.108
H 1.6762 31.3811 -7.4132 0.170 0.067 -0.104
H 1.3516 29.7565 -7.8214 0.283 -0.376 -0.347
H 2.0836 30.8858 -9.0522 -0.233 -0.213 -0.099
H 4.0806 31.1415 -7.7861 0.243 -0.116 0.298
H 2.8056 29.0231 -6.0197 0.042 0.016 0.270
H 3.4680 30.6281 -5.5503 0.090 -0.189 0.337
H 4.2302 28.7674 -4.0017 0.111 -0.104 0.079
H 5.3194 30.1455 -4.1601 -0.024 0.080 -0.234
H 5.9726 28.5102 -4.3187 -0.019 -0.058 -0.123
H 3.7132 29.4235 -9.4458 0.555 -0.072 -0.109
H 3.5521 28.3460 -8.3337 0.473 -0.176 0.131
C 5.9281 24.5237 -6.1714 0.007 -0.027 0.121
C 6.0457 26.0512 -6.2758 0.879 0.776 0.166
C 7.4624 26.4977 -5.9192 -0.010 -0.098 -0.185
O 7.6379 27.9119 -5.9998 0.125 -0.863 0.358
C 8.7610 28.2567 -5.2412 -0.183 0.773 0.434
N 5.6816 26.6439 -7.5749 -0.423 -1.814 0.763
H 4.9060 24.2839 -5.8754 0.077 -0.249 0.019
H 6.6385 24.1172 -5.4424 -0.224 0.032 0.192
H 6.1285 23.9818 -7.0991 -0.004 0.315 -0.173
H 5.3830 26.4853 -5.5209 -0.008 0.084 -0.074
H 8.1843 26.0096 -6.5960 -0.022 0.018 -0.036
H 7.7102 26.1528 -4.9036 -0.073 0.040 0.025
H 8.5941 28.1073 -4.1603 -0.009 -0.343 -0.077
H 8.9078 29.3357 -5.3285 0.173 -0.081 -0.355
H 9.6639 27.7082 -5.5314 0.039 0.055 -0.099
H 4.6937 26.3770 -7.5892 -0.067 0.683 -0.661
H 6.0645 25.9590 -8.2320 0.119 0.404 -0.265
C 6.6498 31.1833 -12.2188 0.302 -0.600 -0.682
C 6.0404 30.3306 -11.1128 -0.180 0.646 0.820
C 6.1529 28.8631 -11.4439 0.567 -0.904 0.288
O 5.7541 28.0216 -10.3746 -0.074 -0.264 -0.764
C 5.6579 26.7104 -10.8820 -0.036 -0.291 0.305
N 6.6692 30.6098 -9.7945 0.420 0.486 -0.871
H 6.2269 30.9457 -13.2029 -0.129 0.048 0.096
H 7.7150 30.9300 -12.3018 -0.009 0.223 0.061
H 6.5453 32.2557 -12.0637 -0.044 -0.012 0.218
H 4.9858 30.6083 -11.0237 -0.038 -0.321 0.066
H 7.1964 28.5643 -11.6689 0.089 0.489 -0.106
H 5.6017 28.6190 -12.3660 -0.203 0.214 0.100
H 6.6345 26.3075 -11.1970 -0.046 0.313 -0.470
H 4.9109 26.6948 -11.6847 0.309 -0.305 -0.304
H 5.3221 25.9746 -10.1509 -0.283 0.536 0.392
H 7.6582 30.7710 -10.0048 -0.033 -0.281 0.293
H 6.3630 31.5345 -9.4956 -0.196 -0.195 0.117
```
Positions in Å, forces in eV/Å.

Computed properties:
**Charge**: -1
**LUMO energy**: 2.41 eV
**Relative energy (zero: lowest compared OMol25 entry of this formula, charge and spin)**: 0.443 eV
**Energy**: -75751.273 eV
**E_HOMO**: -0.192 hartree